[1]
{"formula": "C47H50AlF2O", "method": "ωB97M-V/def2-TZVPD", "max_force_ev_per_a": 2.33, "homo_lumo_gap_ha": 0.179, "energy_ev": -63628.68360, "lumo_ev": 2.27, "charge": -1, "elements": ["C", "C", "C", "Al", "F", "C", "C", "O", "F", "H", "H", "H", "H", "H", "H", "H", "H", "C", "C", "C", "C", "C", "C", "H", "H", "H", "H", "H", "H", "C", "C", "C", "C", "C", "C", "H", "H", "H", "H", "H", "H", "C", "C", "C", "C", "C", "C", "H", "H", "H", "H", "H", "H", "C", "C", "C", "C", "C", "C", "H", "H", "H", "H", "H", "H", "C", "C", "C", "C", "C", "C", "H", "H", "H", "H", "H", "H", "C", "C", "C", "C", "C", "C", "H", "H", "H", "H", "H", "H", "C", "C", "C", "C", "C", "C", "H", "H", "H", "H", "H", "H"], "xyz": [[-0.192, 2.024, -0.257], [-0.670, 1.553, 0.987], [-0.223, 2.042, 2.331], [1.766, 2.522, 2.447], [2.007, 3.306, 4.082], [3.046, 0.936, 2.335], [2.450, -0.460, 2.570], [3.134, -1.413, 2.449], [1.154, -0.678, 2.963], [-0.651, 2.891, -0.763], [0.685, 1.503, -0.689], [-1.487, 0.766, 1.026], [-0.579, 1.348, 3.132], [-0.779, 3.008, 2.484], [2.044, 3.617, 1.307], [3.590, 0.972, 1.371], [3.795, 1.080, 3.149], [3.318, -3.647, 0.478], [2.342, -4.414, -0.147], [2.673, -5.215, -1.233], [3.984, -5.258, -1.691], [4.962, -4.495, -1.065], [4.628, -3.687, 0.016], [3.061, -3.017, 1.325], [1.320, -4.386, 0.213], [1.908, -5.807, -1.724], [4.243, -5.886, -2.535], [5.985, -4.529, -1.421], [5.390, -3.088, 0.500], [-3.756, 0.135, 5.690], [-4.717, -0.646, 5.059], [-4.368, -1.430, 3.967], [-3.055, -1.442, 3.511], [-2.094, -0.665, 4.144], [-2.445, 0.127, 5.231], [-4.029, 0.750, 6.539], [-5.739, -0.642, 5.419], [-5.119, -2.034, 3.472], [-2.782, -2.057, 2.663], [-1.071, -0.676, 3.789], [-1.695, 0.738, 5.721], [-2.460, -6.765, -2.455], [-1.130, -6.368, -2.527], [-0.495, -6.285, -3.759], [-1.192, -6.589, -4.921], [-2.523, -6.982, -4.850], [-3.155, -7.074, -3.617], [-2.954, -6.832, -1.494], [-0.589, -6.124, -1.620], [0.544, -5.982, -3.815], [-0.698, -6.520, -5.883], [-3.067, -7.218, -5.757], [-4.191, -7.385, -3.561], [-0.198, 5.653, -5.090], [-0.210, 4.370, -5.621], [0.399, 3.327, -4.933], [1.011, 3.566, -3.709], [1.020, 4.849, -3.176], [0.419, 5.893, -3.869], [-0.670, 6.467, -5.629], [-0.693, 4.181, -6.573], [0.395, 2.326, -5.350], [1.480, 2.754, -3.169], [1.495, 5.034, -2.221], [0.431, 6.894, -3.455], [-0.906, 8.312, 4.500], [-2.180, 8.053, 4.011], [-2.555, 6.751, 3.704], [-1.658, 5.707, 3.895], [-0.384, 5.965, 4.387], [-0.008, 7.268, 4.685], [-0.612, 9.328, 4.736], [-2.882, 8.866, 3.869], [-3.547, 6.549, 3.317], [-1.952, 4.691, 3.660], [0.316, 5.148, 4.537], [0.987, 7.470, 5.064], [2.020, 1.031, -9.530], [1.977, 1.803, -8.376], [1.974, 3.189, -8.467], [2.004, 3.803, -9.713], [2.043, 3.030, -10.867], [2.055, 1.644, -10.776], [2.025, -0.050, -9.458], [1.947, 1.325, -7.405], [1.947, 3.791, -7.567], [1.997, 4.884, -9.784], [2.065, 3.509, -11.839], [2.091, 1.042, -11.676], [-2.052, -3.579, 7.676], [-1.459, -3.045, 6.539], [-0.552, -3.801, 5.808], [-0.244, -5.095, 6.208], [-0.839, -5.631, 7.343], [-1.740, -4.872, 8.080], [-2.757, -2.988, 8.247], [-1.704, -2.038, 6.222], [-0.084, -3.381, 4.924], [0.461, -5.686, 5.635], [-0.600, -6.641, 7.655], [-2.200, -5.288, 8.968]], "mulliken_charge": [-1.056, 0.197, 0.564, 0.264, -0.536, -0.598, 0.391, -0.589, -0.066, 0.143, 0.079, 0.106, -0.387, 0.016, -0.288, 0.314, 0.320, -0.315, -0.582, 0.078, -0.545, -0.251, -0.638, 0.621, 0.365, 0.204, 0.359, 0.354, 0.383, -0.400, -0.397, -0.422, -0.681, -0.244, -0.602, 0.373, 0.376, 0.361, 0.434, 0.799, 0.473, -0.517, -0.121, -0.193, -0.488, -0.361, -0.336, 0.356, 0.294, 0.345, 0.347, 0.346, 0.348, -0.348, -0.480, -0.341, -0.406, -0.419, -0.395, 0.361, 0.435, 0.421, 0.336, 0.456, 0.363, -0.322, -0.358, -0.488, -0.304, -0.220, -0.528, 0.343, 0.342, 0.349, 0.378, 0.435, 0.376, -0.364, -0.439, -0.253, -0.481, -0.326, -0.376, 0.359, 0.356, 0.472, 0.358, 0.350, 0.347, -0.564, 0.128, -0.499, -0.430, -0.399, -0.345, 0.375, 0.209, 0.469, 0.376, 0.344, 0.354]}


[2]
{"formula": "C47H50BClO11", "method": "ωB97M-V/def2-TZVPD", "smiles": "CC(=O)OCCCCC[C@H]1[C@H](C[C@H](C)Cl)C(=O)O[C@@]1(CCCCO)CB(O)O.O=C1c2ccccc2C(=O)c2ccccc21.O=C1c2ccccc2C(=O)c2ccccc21", "max_force_ev_per_a": 5.15, "homo_lumo_gap_ha": 0.309, "energy_ev": -85270.52847, "lumo_ev": -1.13, "elements": ["C", "C", "O", "O", "C", "C", "C", "C", "C", "C", "C", "C", "C", "C", "Cl", "C", "O", "O", "C", "C", "C", "C", "C", "O", "C", "B", "O", "O", "H", "H", "H", "H", "H", "H", "H", "H", "H", "H", "H", "H", "H", "H", "H", "H", "H", "H", "H", "H", "H", "H", "H", "H", "H", "H", "H", "H", "H", "H", "H", "H", "H", "H", "O", "C", "C", "C", "C", "C", "C", "C", "C", "O", "C", "C", "C", "C", "C", "C", "H", "H", "H", "H", "H", "H", "H", "H", "O", "C", "C", "C", "C", "C", "C", "C", "C", "O", "C", "C", "C", "C", "C", "C", "H", "H", "H", "H", "H", "H", "H", "H"], "xyz": [[-2.822, 5.134, 5.042], [-2.699, 4.123, 6.296], [-1.668, 4.261, 7.003], [-3.705, 3.125, 6.587], [-3.500, 2.096, 5.583], [-4.511, 0.861, 5.682], [-4.039, -0.436, 4.825], [-4.333, -0.293, 3.247], [-3.179, 0.632, 2.610], [-2.529, 0.081, 1.256], [-1.506, 1.296, 0.871], [-1.621, 1.676, -0.682], [-1.547, 3.246, -1.007], [-0.678, 4.115, 0.017], [-3.191, 4.063, -1.180], [-0.047, 0.863, 1.460], [1.038, 1.471, 1.417], [-0.340, -0.424, 2.026], [-1.451, -1.142, 1.357], [-0.826, -1.622, -0.038], [0.257, -2.798, 0.071], [1.705, -2.342, 0.612], [2.093, -3.223, 1.908], [1.810, -2.544, 3.163], [-1.731, -2.315, 2.406], [-2.745, -3.471, 1.898], [-3.245, -3.653, 0.556], [-3.239, -4.408, 2.908], [-1.792, 5.401, 4.605], [-3.347, 6.111, 5.306], [-3.406, 4.660, 4.164], [-2.431, 1.681, 5.538], [-3.690, 2.590, 4.553], [-4.589, 0.556, 6.791], [-5.580, 1.153, 5.360], [-2.921, -0.653, 5.024], [-4.708, -1.298, 5.206], [-5.326, 0.296, 3.168], [-4.512, -1.281, 2.708], [-3.645, 1.682, 2.475], [-2.351, 0.781, 3.400], [-3.211, -0.216, 0.389], [-1.753, 2.168, 1.590], [-0.880, 1.142, -1.365], [-2.670, 1.326, -1.022], [-1.038, 3.345, -2.040], [0.418, 3.815, 0.092], [-0.708, 5.204, -0.373], [-1.180, 4.160, 1.056], [-0.357, -0.788, -0.661], [-1.702, -2.031, -0.677], [-0.071, -3.708, 0.674], [0.423, -3.181, -1.008], [1.805, -1.216, 0.776], [2.492, -2.615, -0.190], [3.227, -3.430, 1.822], [1.594, -4.256, 1.924], [1.328, -3.163, 3.750], [-0.714, -2.803, 2.665], [-2.143, -1.926, 3.406], [-4.193, -3.417, 0.477], [-4.133, -4.646, 2.571], [8.019, -1.667, 3.311], [8.036, -1.240, 2.170], [6.804, -0.702, 1.550], [5.619, -0.665, 2.288], [4.467, -0.125, 1.726], [4.493, 0.380, 0.429], [5.667, 0.330, -0.316], [6.823, -0.218, 0.241], [8.063, -0.284, -0.565], [8.066, 0.090, -1.726], [9.300, -0.803, 0.061], [10.484, -0.837, -0.677], [11.658, -1.291, -0.087], [11.654, -1.713, 1.240], [10.473, -1.694, 1.974], [9.291, -1.243, 1.385], [5.594, -1.053, 3.301], [3.548, -0.094, 2.303], [3.597, 0.813, -0.004], [5.680, 0.721, -1.328], [10.494, -0.505, -1.710], [12.578, -1.313, -0.662], [12.573, -2.059, 1.703], [10.477, -2.027, 3.008], [-5.696, 0.061, -8.051], [-4.686, 0.093, -7.369], [-3.591, -0.876, -7.604], [-3.710, -1.817, -8.627], [-2.670, -2.705, -8.879], [-1.508, -2.655, -8.113], [-1.393, -1.730, -7.081], [-2.437, -0.842, -6.820], [-2.312, 0.127, -5.709], [-1.327, 0.120, -4.989], [-3.398, 1.108, -5.487], [-3.276, 2.050, -4.465], [-4.274, 2.997, -4.269], [-5.398, 3.008, -5.094], [-5.529, 2.061, -6.105], [-4.531, 1.105, -6.300], [-4.611, -1.858, -9.231], [-2.763, -3.433, -9.678], [-0.691, -3.340, -8.319], [-0.487, -1.699, -6.484], [-2.401, 2.050, -3.823], [-4.174, 3.731, -3.476], [-6.172, 3.754, -4.946], [-6.409, 2.073, -6.741]], "mulliken_charge": [-0.737, 0.745, -0.525, -0.409, 0.089, -0.790, -0.459, -0.596, -1.046, 0.448, 0.334, -1.005, 0.222, -1.140, -0.261, 0.151, -0.619, -0.471, 1.627, -0.369, -0.955, 0.431, -0.772, -0.542, -1.016, 0.471, -0.564, -0.605, 0.261, 0.293, 0.222, 0.261, -0.149, 0.314, 0.322, 0.266, 0.287, 0.486, 0.133, 0.466, 0.234, 0.777, 0.239, 0.181, 0.343, 0.343, 0.243, 0.416, 0.217, 0.110, 0.358, 0.266, 0.382, -0.356, 0.465, 0.303, 0.334, 0.287, -0.345, -0.174, 0.321, 0.286, -0.673, 0.505, 0.371, -0.976, -0.375, -0.295, -0.822, 0.342, 0.553, -0.677, 0.174, -0.548, -0.460, -0.465, -0.543, 0.204, 0.477, 0.543, 0.503, 0.451, 0.458, 0.395, 0.394, 0.460, -0.668, 0.605, 0.148, -0.560, -0.457, -0.494, -0.497, 0.180, 0.512, -0.712, 0.201, -0.407, -0.260, -0.697, -0.588, 0.340, 0.463, 0.396, 0.394, 0.474, 0.542, 0.193, 0.401, 0.464]}